Record 1
{"formula": "C4H5NO2", "method": "ωB97M-V/def2-TZVPD", "elements": ["C", "C", "C", "C", "H", "H", "H", "H", "H", "N", "O", "O"], "xyz": [[0.6199, -0.3489, 0.8614], [0.3459, -1.3132, -0.1351], [-0.4225, -0.6685, -1.1501], [-0.6848, 0.5741, -0.6292], [1.1860, -1.2837, 2.4603], [0.8676, -2.2178, 0.0775], [-0.6514, -0.9227, -2.1942], [-0.7304, 2.5392, -1.3569], [-0.8277, 1.5118, 1.4406], [0.1000, 0.8837, 0.4127], [1.5633, -0.2489, 1.7472], [-1.3660, 1.4950, -1.5342]], "relative_energy_kcal_mol": 164.90, "gap_ha": 0.2488, "multiplicity": 1}

Record 2
{"formula": "C4H5NO2", "method": "ωB97M-V/def2-TZVPD", "elements": ["N", "C", "C", "C", "O", "C", "O", "H", "H", "H", "H", "H"], "xyz": [[-2.3723, -0.5844, -0.7020], [-1.1906, -0.1691, -0.5393], [0.1103, -0.8561, -0.3848], [0.9330, 0.0215, 0.1987], [2.1804, -0.0770, 0.6801], [0.2071, 1.3249, 0.3945], [-0.9729, 1.1769, -0.3716], [-0.0821, 1.4325, 1.4503], [-2.3700, -1.6003, -0.7543], [0.2933, -1.8923, -0.6466], [2.4919, -0.9871, 0.5844], [0.7721, 2.2104, 0.0905]], "smiles": "[H]/N=C1\\C=C(O)CO1", "relative_energy_kcal_mol": 26.67, "gap_ha": 0.3542, "multiplicity": 1}

Record 3
{"formula": "C4H5NO2", "method": "ωB97M-V/def2-TZVPD", "elements": ["O", "C", "C", "C", "N", "C", "O", "H", "H", "H", "H", "H"], "xyz": [[1.2845, -1.5383, -0.1410], [1.2582, -0.4179, -0.6102], [0.6325, 0.6681, 0.2423], [-0.7261, 1.2340, 0.1808], [-0.4582, 0.0411, 1.0091], [-0.8362, -1.1124, 0.2078], [-0.9943, -1.0440, -0.9929], [1.7685, -0.2084, -1.5518], [1.4060, 1.2071, 0.7945], [-1.3358, 1.0620, -0.6982], [-0.9474, 2.1185, 0.7742], [-1.0518, -2.0100, 0.7855]], "smiles": "O=C[C@H]1CN1C=O", "relative_energy_kcal_mol": 71.84, "gap_ha": 0.3920, "multiplicity": 1}

Record 4
{"formula": "C4H5NO2", "method": "ωB97M-V/def2-TZVPD", "elements": ["O", "C", "C", "C", "N", "C", "O", "H", "H", "H", "H", "H"], "xyz": [[-2.0832, 0.3474, 0.8994], [-1.6511, -0.4365, 0.0785], [-0.7396, -0.1732, -1.0569], [0.6375, 1.1705, 0.3211], [1.4345, 0.0222, 0.5552], [1.2287, -1.0092, -0.1321], [0.3087, -1.0204, -1.1617], [-2.0728, -1.4649, -0.0197], [-0.0706, 1.0677, -0.6369], [1.2585, 2.0406, 0.0858], [-0.0630, 1.3771, 1.1328], [1.8125, -1.9212, -0.0655]], "relative_energy_kcal_mol": 111.82, "gap_ha": 0.3186, "multiplicity": 1}

Record 5
{"formula": "C4H5NO2", "method": "ωB97M-V/def2-TZVPD", "elements": ["N", "C", "C", "C", "O", "C", "O", "H", "H", "H", "H", "H"], "xyz": [[1.1492, -0.0727, 1.3581], [0.4970, -0.4214, 0.3280], [0.7920, 0.0471, -1.0763], [-0.3049, 1.0750, -0.8792], [-1.4722, 0.7531, -0.7813], [-0.9363, -0.8526, 0.6578], [-1.5505, -1.8300, 0.3451], [0.6339, -0.4275, 2.1763], [-1.1973, -0.1201, 1.4729], [1.7850, 0.4866, -1.2145], [0.5799, -0.7056, -1.8431], [0.0241, 2.0680, -0.5439]], "smiles": "[H]/N=C(\\C=O)CC=O", "relative_energy_kcal_mol": 63.20, "gap_ha": 0.3607, "multiplicity": 1}

Record 6
{"formula": "C4H5NO2", "method": "ωB97M-V/def2-TZVPD", "elements": ["O", "C", "N", "C", "C", "O", "C", "H", "H", "H", "H", "H"], "xyz": [[1.0682, 2.3462, 0.4389], [0.5385, 1.2520, 0.3507], [1.1797, 0.0989, 0.0149], [0.3935, -0.9896, -0.4999], [-1.0124, -0.7116, -0.0204], [-1.2220, -0.3091, 1.2744], [-0.9230, 0.8898, 0.4752], [2.1801, 0.0808, 0.0378], [0.8441, -1.9495, -0.2306], [0.3123, -0.9689, -1.6028], [-1.7446, -1.4397, -0.4622], [-1.6144, 1.7006, 0.2238]], "smiles": "O=C1NC[C@H]2O[C@@H]12", "relative_energy_kcal_mol": 50.37, "gap_ha": 0.3823, "multiplicity": 1}

Record 7
{"formula": "C4H5NO2", "method": "ωB97M-V/def2-TZVPD", "elements": ["N", "C", "C", "C", "O", "C", "O", "H", "H", "H", "H", "H"], "xyz": [[-0.1090, 1.3188, 1.8712], [0.2460, 0.8470, 0.7467], [-0.8371, 0.0495, 0.1272], [-0.0031, -0.8189, -0.8074], [-0.4557, -1.7536, -1.6841], [1.2554, -0.3535, -0.7973], [1.4399, 0.7023, 0.1256], [0.4573, 1.9540, 2.3937], [-1.2412, 0.0795, 1.2253], [-1.5617, 0.6391, -0.4461], [-1.3376, -2.0251, -1.4078], [2.1467, -0.6391, -1.3472]], "smiles": "[H]/N=C1/CC(O)=CO1", "relative_energy_kcal_mol": 67.97, "gap_ha": 0.3382, "multiplicity": 1}

Record 8
{"formula": "C4H5NO2", "method": "ωB97M-V/def2-TZVPD", "elements": ["C", "C", "C", "C", "H", "H", "H", "H", "H", "N", "O", "O"], "xyz": [[0.4280, 0.8249, 1.4605], [0.4637, -0.4884, 0.6859], [1.3150, -0.5092, -0.6569], [-0.2096, -0.4051, -1.2203], [1.4055, 1.2672, 1.9483], [0.8371, -1.2147, 1.4387], [1.9919, -1.4177, -0.8232], [1.8763, 0.3132, -0.9612], [-1.5320, -0.3148, 0.6002], [-0.7469, -0.6713, 0.0586], [-0.6384, 1.3449, 1.7040], [-0.7782, -0.1533, -2.2324]], "relative_energy_kcal_mol": 41.03, "gap_ha": 0.3851, "multiplicity": 1}

Record 9
{"formula": "C4H5NO2", "method": "ωB97M-V/def2-TZVPD", "elements": ["C", "C", "C", "C", "N", "O", "O", "H", "H", "H", "H", "H"], "xyz": [[-0.0281, -0.1843, -0.1286], [-0.5109, -1.2128, -0.7863], [0.2199, 1.2396, 0.2178], [1.2082, 0.2131, 0.8015], [2.3669, -0.0681, -0.0440], [3.3459, -0.4360, 0.5371], [2.3297, -0.0211, -1.2309], [-0.0681, -2.1389, -0.7268], [-1.3215, -1.1216, -1.3797], [0.4070, 1.9603, -0.5649], [-0.3299, 1.8289, 1.0367], [1.4339, 0.1484, 1.8239]], "smiles": "C=C1C[C@@H]1[N+](=O)[O-]", "relative_energy_kcal_mol": 135.80, "gap_ha": 0.4004, "multiplicity": 1}

Record 10
{"formula": "C4H5NO2", "method": "ωB97M-V/def2-TZVPD", "elements": ["C", "C", "C", "C", "N", "O", "O", "H", "H", "H", "H", "H"], "xyz": [[1.5158, -0.6664, -0.8960], [0.0235, 0.8526, -1.1235], [0.2012, 0.3277, 0.5751], [-1.1783, -0.2136, 1.0398], [1.0758, 0.1320, -1.7996], [-0.8482, 1.5915, -1.4770], [1.1638, -0.6859, 0.3713], [2.1612, -1.5258, -1.1623], [0.6271, 1.1509, 1.0447], [-1.8602, 0.6536, 1.1620], [-1.2079, -0.8020, 2.0132], [-1.6738, -0.8145, 0.2524]], "smiles": "C[C@H]1OC=NC1=O", "relative_energy_kcal_mol": 30.58, "gap_ha": 0.3734, "multiplicity": 1}

Record 11
{"formula": "C4H5NO2", "method": "ωB97M-V/def2-TZVPD", "elements": ["O", "C", "C", "C", "N", "C", "O", "H", "H", "H", "H", "H"], "xyz": [[-2.6510, 0.8434, -0.3808], [-1.7789, 0.1265, 0.0318], [-0.3428, 0.1246, -0.5133], [0.4810, 0.7406, 0.5739], [1.9785, 0.0507, 0.3078], [1.6530, -1.0155, -0.2703], [0.1722, -1.1790, -0.6288], [-1.9427, -0.6188, 0.8351], [-0.3262, 0.6991, -1.4530], [0.3890, 1.8408, 0.5993], [0.2217, 0.3110, 1.5485], [2.1471, -1.9380, -0.6091]], "smiles": "O=C[C@H]1CN=CO1", "relative_energy_kcal_mol": 50.89, "gap_ha": 0.4076, "multiplicity": 1}

Record 12
{"formula": "C4H5NO2", "method": "ωB97M-V/def2-TZVPD", "elements": ["O", "C", "C", "C", "N", "C", "O", "H", "H", "H", "H", "H"], "xyz": [[-1.5672, -1.9685, -0.0306], [-0.7209, -1.2036, -0.4153], [-0.7442, 0.2915, -0.0847], [1.0359, -0.0382, 1.3925], [-0.1205, 0.4596, 1.2422], [0.0116, 1.1023, -1.1235], [0.9661, 0.6505, -1.7137], [0.1626, -1.5412, -0.9914], [-1.7811, 0.6215, 0.0133], [1.6382, -0.4810, 0.5914], [1.4434, -0.0409, 2.3995], [-0.3238, 2.1481, -1.2796]], "smiles": "C=NC(C=O)C=O", "relative_energy_kcal_mol": 52.46, "gap_ha": 0.3728, "multiplicity": 1}

Record 13
{"formula": "C4H5NO2", "method": "ωB97M-V/def2-TZVPD", "elements": ["C", "C", "C", "C", "H", "H", "H", "H", "H", "N", "O", "O"], "xyz": [[1.2847, 0.0018, 0.0326], [0.2319, -1.1177, 0.0234], [-1.0860, -1.2196, -0.0036], [-2.0946, -0.0782, 0.0164], [1.7810, 1.9711, 0.2183], [0.0061, 1.6534, 0.0710], [0.7451, -2.0527, 0.0811], [-1.5821, -2.2057, -0.0816], [-3.1211, -0.3669, 0.2848], [0.9635, 1.3281, 0.0310], [2.4577, -0.3524, -0.0632], [-1.7814, 1.1257, -0.0872]], "smiles": "NC(=O)/C=C\\C=O", "relative_energy_kcal_mol": 24.38, "gap_ha": 0.3422, "multiplicity": 1}

Record 14
{"formula": "C4H5NO2S", "method": "ωB97M-V/def2-TZVPD", "elements": ["C", "C", "C", "C", "H", "H", "H", "H", "H", "N", "O", "O", "S"], "xyz": [[2.7419, 0.9015, -0.1470], [0.2400, -0.1176, 0.1095], [-1.9359, -1.0798, 0.2791], [-2.6980, 0.0298, -0.4292], [2.5360, 1.1773, 1.0280], [2.1682, 1.5462, -0.9309], [3.6765, 0.6207, -0.6425], [-2.0072, -0.9482, 1.3904], [-2.1323, -2.2077, 0.0804], [-3.6250, 0.8743, -0.6507], [-0.2354, 0.9957, 0.4710], [-0.5856, -1.0535, -0.1530], [1.8571, -0.7387, -0.4052]], "smiles": "CSC(=O)OCC#N", "relative_energy_kcal_mol": 87.60, "gap_ha": 0.3732, "multiplicity": 1}

Record 15
{"formula": "C4H5NO2S", "method": "ωB97M-V/def2-TZVPD", "elements": ["C", "C", "C", "C", "H", "H", "H", "H", "H", "N", "O", "O", "S"], "xyz": [[0.3404, -0.7627, 0.7720], [-0.7643, -1.8064, 0.4065], [-1.3495, -0.4200, -0.4100], [1.6656, -1.1306, -0.0585], [1.5338, 1.9758, -0.4036], [0.4805, -0.5473, 1.8453], [-0.6475, -2.7820, -0.0386], [-1.4999, -1.8046, 1.3991], [1.8430, -2.3346, 0.4173], [-0.1408, 0.2398, -0.1212], [-2.5582, -0.0921, -0.6280], [2.3630, -0.3394, -0.7837], [0.0927, 1.9990, 0.2914]], "smiles": "O=C[C@@H]1CC(=O)N1S", "relative_energy_kcal_mol": 131.44, "gap_ha": 0.3479, "multiplicity": 1}

Record 16
{"formula": "C4H5NO2S", "method": "ωB97M-V/def2-TZVPD", "elements": ["C", "C", "C", "C", "H", "H", "H", "H", "H", "N", "O", "O", "S"], "xyz": [[-1.4336, -0.2229, -0.0040], [-0.8932, 1.1224, -0.0045], [0.4560, 1.0033, -0.0915], [-0.3547, -1.0844, 0.0847], [-2.9459, -1.5732, 0.0317], [-1.4185, 2.1272, -0.1195], [2.1670, 1.4592, -0.3707], [2.9822, -0.7265, 1.0765], [-0.4284, -2.1347, -0.2323], [0.8245, -0.3295, -0.0116], [-2.7494, -0.5889, -0.1503], [1.3948, 1.9432, -0.0511], [2.3994, -0.9954, -0.1576]], "smiles": "Oc1cc(O)n(S)c1", "relative_energy_kcal_mol": 59.32, "gap_ha": 0.3015, "multiplicity": 1}

Record 17
{"formula": "C4H5NO2S", "method": "ωB97M-V/def2-TZVPD", "elements": ["C", "C", "C", "C", "H", "H", "H", "H", "H", "N", "O", "O", "S"], "xyz": [[-0.6572, -0.0369, -0.3526], [0.6235, 0.3383, 0.3033], [1.8096, -0.1853, 0.3489], [1.7770, 1.6730, 1.6308], [-2.5574, -2.4541, -1.9923], [-1.5600, 0.4796, -0.0117], [2.0838, -0.9458, -0.3049], [1.8738, 1.5155, 2.7357], [2.2021, 2.6143, 1.1982], [-0.8318, -0.9981, -1.1716], [2.6574, 0.6100, 1.1090], [0.5703, 1.5176, 0.9739], [-2.7099, -1.3736, -1.3544]], "smiles": "S/N=C/C1=COCO1", "relative_energy_kcal_mol": 98.09, "gap_ha": 0.3166, "multiplicity": 1}

Record 18
{"formula": "C4H5NO3", "method": "ωB97M-V/def2-TZVPD", "elements": ["C", "C", "C", "C", "H", "H", "H", "H", "H", "N", "O", "O", "O"], "xyz": [[1.5577, 0.8733, -0.2107], [-0.8314, 1.0114, 0.0505], [-1.1007, -0.2425, 0.3072], [-2.5455, -0.6860, -0.1300], [3.2046, -1.6999, 0.7464], [2.3539, 1.5428, -0.3667], [-1.4363, 1.8793, -0.0788], [-0.4881, -1.2736, 0.1839], [-2.7670, -1.8400, -0.1328], [1.8734, -0.4338, -0.0650], [3.2979, -0.5884, -0.1971], [0.4312, 1.4418, 0.1083], [-3.5496, 0.0156, -0.2152]], "relative_energy_kcal_mol": 181.10, "gap_ha": 0.3207, "multiplicity": 1}

Record 19
{"formula": "C4H5NO3", "method": "ωB97M-V/def2-TZVPD", "elements": ["C", "C", "C", "C", "H", "H", "H", "H", "H", "N", "O", "O", "O"], "xyz": [[-1.6041, -0.3253, 0.3055], [-0.2992, 0.1611, 0.8409], [1.6573, 0.9371, -0.2023], [-0.2428, -0.8653, -0.2811], [-2.9640, 0.5591, 0.0685], [-2.3770, -0.9789, 0.9878], [0.3165, -0.2987, 1.7127], [2.3268, 1.7683, -0.6616], [-0.4293, -0.1927, -1.3089], [1.9918, -0.3601, -0.1660], [-2.4386, 0.2689, -0.5810], [0.3556, 1.3473, 0.1877], [1.0977, -1.3389, -0.0585]], "smiles": "O[C@@H]1[C@@H]2OC=NO[C@@H]12", "relative_energy_kcal_mol": 207.24, "gap_ha": 0.3556, "multiplicity": 1}

Record 20
{"formula": "C4H5NO3", "method": "ωB97M-V/def2-TZVPD", "elements": ["C", "C", "C", "C", "H", "H", "H", "H", "H", "N", "O", "O", "O"], "xyz": [[0.4318, 0.2698, 0.7077], [1.4560, 1.2238, 0.2909], [0.6370, 0.7777, -0.8549], [-1.0386, -0.0838, 0.4151], [0.8452, -1.6121, 0.1681], [1.4550, 2.2985, 0.5430], [2.4604, 0.8213, 0.5454], [-0.0394, 1.6233, -1.2031], [-1.7207, -0.7350, -1.4253], [-0.9248, -0.8253, -0.8055], [1.0795, -0.9734, 0.9125], [0.2937, -0.4605, -1.4483], [-2.0537, 0.2159, 0.9930]], "smiles": "O=C1NO[C@@H]2C[C@@]12O", "relative_energy_kcal_mol": 144.63, "gap_ha": 0.3540, "multiplicity": 1}